Formula: C32H92N4O20
Source: OMol25
Level of theory: ωB97M-V/def2-TZVPD

Values from the calculation:
Energy relative to the best compared isomer or geometry (same formula, charge and spin): 242.38 kJ/mol
Max |F|: 0.067 Eh/bohr
LUMO energy: 0.1 eV
SMILES: COC[C@H](C)N.COC[C@H](C)N.COC[C@H](C)N.COC[C@H](C)N.OCCO.OCCO.OCCO.OCCO.OCCO.OCCO.OCCO.OCCO
Molar mass: 853.1 g/mol
E_HOMO: -8.0 eV
Gap between HOMO and LUMO: 8.047 eV

Last column: Löwdin charge in e.
Positions of all 148 atoms, in Å:
O 14.44958 -13.21722 5.35036  -0.073
O 15.64516 -12.53392 10.67287  -0.082
O 11.03985 -8.61512 4.75358  -0.036
O 15.47889 -11.07200 3.51650  -0.094
O 13.33057 -8.59660 10.15664  -0.054
O 17.47974 -11.82101 5.27308  -0.092
O 17.78466 -9.15371 2.37932  -0.056
O 17.90127 -10.09308 9.07414  -0.097
O 20.87289 -7.04891 11.82900  -0.207
O 16.13973 -9.63173 6.65992  -0.070
O 19.59545 -13.00430 11.92792  -0.206
O 13.46034 -7.03620 5.29497  -0.056
O 15.19651 -8.33391 3.59425  -0.070
O 18.81123 -5.56215 7.27493  -0.092
O 13.30631 -11.46987 9.99175  -0.081
O 16.90258 -12.36991 7.92121  -0.077
O 23.27589 -12.43125 6.90379  -0.162
O 16.70430 -14.73625 4.67272  -0.058
O 19.67219 -4.37176 3.80037  -0.065
O 16.11569 -7.77446 13.25094  -0.184
N 21.27732 -10.10078 7.80640  0.042
N 19.42198 -14.93793 14.25896  0.028
N 20.20727 -7.45736 8.97734  0.058
N 17.30371 -10.33024 11.91117  0.064
C 18.25485 -12.79722 4.74248  -0.237
C 12.25425 -9.32384 9.58223  -0.222
C 15.55907 -6.54314 12.75807  -0.082
C 19.31307 -9.70881 13.00423  -0.048
C 21.24496 -13.61494 15.11033  -0.090
C 17.61291 -8.32118 3.49113  -0.234
C 20.55796 -9.96459 5.60335  -0.051
C 11.61316 -8.54445 5.98957  -0.279
C 20.04280 -13.64157 14.20397  -0.432
C 12.67817 -10.69025 8.98242  -0.207
C 21.31333 -6.15701 10.85985  -0.191
C 13.69152 -12.20065 4.68921  -0.196
C 22.60431 -11.42180 6.11190  -0.168
C 17.82363 -9.48098 12.95296  -0.413
C 16.96464 -8.68374 7.31898  -0.229
C 17.47018 -13.85603 3.90287  -0.221
C 20.59505 -13.33366 12.78483  -0.248
C 20.64979 -6.43484 13.05822  -0.127
C 19.85856 -12.76651 10.53878  -0.057
C 17.02050 -9.01538 8.76372  -0.222
C 16.31806 -7.51941 3.43723  -0.219
C 19.14964 -4.42904 5.16214  -0.238
C 21.23942 -10.94388 6.60226  -0.401
C 22.15188 -6.07030 8.45161  -0.055
C 15.71626 -13.03440 8.31637  -0.186
C 21.47796 -6.95720 9.53191  -0.373
C 14.23525 -11.74302 3.36955  -0.189
C 15.75646 -13.60820 9.78681  -0.205
C 22.57984 -13.66231 6.91236  -0.127
C 13.10552 -8.22400 5.92904  -0.232
C 19.50606 -5.62905 5.97744  -0.242
C 17.43242 -8.00278 12.81891  -0.203
H 19.75698 -7.81027 9.80969  0.067
H 22.51355 -11.77536 5.08483  0.118
H 22.11565 -14.20011 14.81441  0.082
H 16.98483 -11.40023 4.56625  0.061
H 16.80224 -13.34794 3.20731  0.105
H 13.38636 -6.26067 5.85593  0.117
H 12.61928 -11.83223 10.55592  0.116
H 13.45280 -10.59335 8.22171  0.103
H 23.06559 -5.66489 8.88622  0.072
H 22.26835 -5.81712 11.26051  0.126
H 20.59084 -5.65236 6.08139  0.098
H 18.92569 -12.21792 4.10807  0.115
H 19.51375 -9.89745 5.90868  0.052
H 20.95179 -13.84903 16.13373  0.076
H 16.43360 -5.90266 12.64373  0.072
H 18.06659 -7.50156 13.55016  0.109
H 11.20125 -7.80537 4.26383  0.095
H 18.97117 -15.17112 15.13216  0.072
H 13.61039 -8.19369 6.89459  0.125
H 11.86616 -11.21182 8.47576  0.120
H 17.30491 -9.86406 13.83175  0.137
H 19.76782 -9.35074 12.08060  0.077
H 16.61564 -14.21305 10.07672  0.118
H 13.58900 -11.10377 2.76803  0.135
H 20.29273 -13.66905 10.10864  0.089
H 19.55402 -10.77030 13.06161  0.059
H 21.65019 -6.16569 13.39714  0.088
H 21.73280 -12.64679 15.22348  0.074
H 22.62652 -14.12932 5.92858  0.082
H 17.76249 -11.21650 11.75573  0.052
H 16.37663 -6.89570 4.32922  0.114
H 18.69030 -14.98254 13.56416  0.070
H 18.58203 -7.84965 3.65411  0.118
H 13.58070 -11.33192 5.33814  0.107
H 16.54678 -7.71564 7.04280  0.124
H 11.53347 -9.57532 6.33463  0.114
H 15.34876 -10.17709 3.83870  0.042
H 16.07286 -9.35079 9.18511  0.124
H 16.27197 -6.79586 2.62331  0.129
H 15.53521 -13.82829 7.59176  0.102
H 13.91198 -13.54011 6.07722  0.091
H 17.05076 -9.76140 2.26222  0.067
H 20.46634 -11.86815 10.43078  0.082
H 17.59489 -7.58216 11.82655  0.120
H 14.83695 -12.41020 8.15732  0.093
H 20.48206 -10.44751 4.62911  0.073
H 18.96594 -12.63151 9.92796  0.071
H 14.96317 -5.96300 13.46265  0.084
H 16.99813 -12.26336 6.97194  0.039
H 11.48704 -9.51576 10.33234  0.115
H 19.26268 -6.53084 5.41561  0.092
H 21.17519 -14.17842 12.41346  0.129
H 21.70125 -10.61497 8.56534  0.074
H 17.39037 -8.09621 9.21807  0.111
H 21.50603 -13.66977 7.09934  0.068
H 21.35023 -12.54816 12.81304  0.119
H 21.07687 -9.00604 5.60005  0.082
H 19.24275 -6.15429 7.89522  0.002
H 20.59995 -5.34094 10.74493  0.135
H 20.45979 -8.20683 8.34915  0.036
H 17.97553 -8.68450 6.91129  0.103
H 22.37238 -6.75163 7.62986  0.073
H 17.45686 -10.91936 8.87076  0.034
H 20.33791 -9.99935 8.16323  0.043
H 18.06324 -4.44250 5.07473  0.117
H 22.95314 -14.45073 7.56592  0.087
H 14.56020 -7.77857 4.05066  0.043
H 23.24723 -10.56490 5.91073  0.130
H 17.49322 -9.00601 4.33064  0.092
H 16.66039 -10.43069 6.77032  0.034
H 11.74601 -8.69167 8.85412  0.101
H 11.03243 -7.83154 6.57490  0.121
H 20.26106 -7.07421 13.85081  0.069
H 15.08312 -6.70345 11.79066  0.081
H 21.57270 -5.19799 8.14876  0.070
H 14.46239 -12.62083 2.76462  0.126
H 18.14725 -14.45883 3.29763  0.120
H 17.48322 -9.92981 11.00147  0.025
H 19.28893 -12.99087 14.64712  0.136
H 13.53201 -9.00449 5.29892  0.101
H 14.82433 -12.05151 10.54994  0.026
H 20.51826 -11.74324 6.77274  0.115
H 20.63199 -4.37075 3.78114  0.075
H 19.69041 -9.18897 13.88485  0.071
H 20.05923 -5.51869 13.05819  0.094
H 19.41432 -3.57378 5.78390  0.119
H 15.96276 -14.21621 4.99096  0.027
H 22.07352 -7.86076 9.66220  0.131
H 18.83674 -13.29850 5.51593  0.124
H 12.70881 -12.66194 4.59122  0.128
H 13.80575 -9.19258 10.74026  0.080
H 14.94036 -14.31274 9.94713  0.108

Forces on atoms 1 to 6 (eV/Å):
0.63 0.38 -0.39
1.18 -0.17 0.93
-0.67 -0.14 -2.24
0.56 -0.51 -0.10
-0.40 -0.14 -0.67
-1.57 1.15 2.30